Density functional theory data (wB97M-V/def2-TZVPD) for CH4BrN4 as an isolated structure in a non-equilibrium geometry.

Geometry as XYZ:
```
10
Properties=species:S:1:pos:R:3:forces:R:3:mulliken_spin:R:1
C 0.38737 -0.18947 0.45059 -1.119 0.712 -0.663 0.004
N 0.32987 3.18213 -0.27235 -1.379 10.127 6.030 0.987
N 0.41022 2.08888 -0.56729 0.865 -9.926 -1.049 0.633
N 0.26780 1.08502 0.63987 0.332 -0.386 -1.082 0.239
N 0.31729 -1.30757 0.17949 -0.076 -0.749 0.013 0.062
Br -0.55609 -4.02830 -0.91491 3.272 -1.523 2.856 0.000
H 0.19490 3.68510 0.72944 0.526 -0.730 -3.512 0.074
H 0.36927 1.43044 1.58011 0.214 0.458 0.181 0.001
H -0.21543 -2.22240 -0.08674 0.836 0.913 0.219 -0.001
H -1.50520 -3.72381 -1.73822 -3.471 1.104 -2.993 0.000
```
Positions in Å, forces in eV/Å.

Properties
**Spin multiplicity**: 3
**HOMO energy (alpha / beta)**: -11.279 / -15.391 eV
**Charge**: +1
**Frontier orbital gap (alpha / beta)**: 6.8 / 7.9 eV
**LUMO level (alpha / beta)**: -0.1651 / -0.2750 Ha